Entry from the OMol25 dataset: a cluster of 2 separate species, C2H3N4 in total (ωB97M-V with the def2-TZVPD basis set).

XYZ file:
```
9
Properties=species:S:1:pos:R:3:forces:R:3:lowdin_charge:R:1
C 0.7214 -0.3404 -1.3462 -1.446 0.290 2.322 -0.339
C -2.1966 0.0192 1.2548 0.225 -2.610 -0.453 0.040
N -0.1491 -0.1331 -0.3040 -0.214 -0.024 -1.728 -0.057
N 1.8345 0.2743 -1.1509 2.224 0.169 -0.204 -0.089
N 0.5115 0.7178 0.4311 -0.385 0.092 2.605 -0.180
N 1.7113 0.8905 0.0212 0.467 1.370 -0.609 -0.147
H -1.7186 -1.0059 1.5715 -0.930 1.248 -0.419 -0.083
H -1.3977 0.6230 1.6009 0.937 1.165 0.522 -0.177
H 0.6833 -1.0454 -2.0786 -0.879 -1.700 -2.036 0.032
```
Forces are in eV/Å.

Values from the calculation:
* E: -8078.615 eV
* ΔE to the lowest compared entry with this formula, charge and spin: 105.7 kcal per mole
* net charge: -1



Entry from the OMol25 dataset: the ion C2H3N4 with charge +1 (ωB97M-V with the def2-TZVPD basis set).

XYZ file:
```
9
Properties=species:S:1:pos:R:3:forces:R:3:lowdin_charge:R:1
C -0.3767 1.8642 -3.8956 0.209 2.114 -0.423 0.156
C 0.2769 -0.2651 -0.0055 1.450 -0.276 1.432 0.000
N -0.7059 -0.4533 -3.4652 -0.678 -0.887 -0.956 0.151
N -0.4300 -0.4349 -2.3011 0.422 1.551 1.832 0.081
N -0.4702 0.7102 -4.0893 0.331 -1.540 0.327 -0.006
N -0.4719 0.0116 -1.2115 -1.300 -0.960 0.109 0.183
H 0.9335 -1.1925 -0.2672 -0.874 1.876 1.240 0.145
H 0.8057 0.6975 0.2970 0.132 -1.098 -1.108 0.135
H -0.3457 -0.2754 0.9919 0.306 -0.781 -2.454 0.154
```
Forces are in eV/Å.

Values from the calculation:
* E: -8067.554 eV
* ΔE to the lowest compared entry with this formula, charge and spin: 93.0 kcal per mole
* net charge: +1



Entry from the OMol25 dataset: a structure of composition C2H3N4O (ωB97M-V with the def2-TZVPD basis set).

XYZ file:
```
10
Properties=species:S:1:pos:R:3:forces:R:3:lowdin_charge:R:1
C 0.7447 0.9676 0.1283 -0.334 -2.782 -0.509 -0.606
C -0.0531 -1.3322 0.0954 -1.591 -0.905 4.549 -0.099
N 0.2416 2.1453 -0.2402 1.452 1.463 1.015 -0.085
N -0.9502 2.1907 -0.5346 -2.937 -4.007 -1.133 -0.042
N -1.4506 0.4744 -0.5445 1.049 4.422 0.400 0.005
N -0.3126 0.0475 -0.0825 -0.149 0.865 -1.166 -0.303
O 1.8686 0.5328 0.4651 0.427 0.882 0.263 -0.128
H 0.2425 -1.9166 -0.7364 0.778 -0.080 -1.045 0.045
H 0.7277 -1.2209 0.9572 -0.992 -1.318 -1.658 0.104
H -1.0587 -1.8885 0.4923 2.297 1.459 -0.716 0.108
```
Forces are in eV/Å.

Values from the calculation:
* E: -10128.163 eV
* ΔE to the lowest compared entry with this formula, charge and spin: 56.2 kcal per mole
* net charge: -1



Which of these has the highest E? number 2